Molecular formula: C37H83IN3O10
Method: DFT, ωB97M-V/def2-TZVPD

Values from the calculation:
- Lowest unoccupied orbital energy: -4.57 eV
- Highest occupied orbital energy: -11.08 eV
- Net charge: +1
- Kohn-Sham gap: 6.51 eV
- 2S+1: 1

Structure (XYZ):
```
134
Properties=species:S:1:pos:R:3:forces:R:3:lowdin_charge:R:1
I 9.01500 -3.50656 5.42719 0.03 0.06 0.09 1.05
O -4.25463 1.36686 -6.21293 -0.10 -0.20 -0.24 -0.06
O 7.14899 1.40073 2.67832 0.29 0.23 0.34 0.14
O -4.69161 -2.37801 1.25319 -0.07 -0.29 -0.37 -0.06
O -5.06165 3.54745 0.84994 0.01 -0.40 0.10 -0.07
O -4.24599 -0.81334 -2.11871 0.24 0.31 -0.05 -0.07
O -8.80800 -2.87752 -5.12785 0.17 0.22 0.16 -0.07
O -0.51173 -3.35342 1.82378 0.36 0.14 0.23 -0.07
O -1.24054 5.36122 -3.45322 -0.33 0.09 0.12 -0.07
O 10.78299 2.39844 5.42082 -0.26 -0.05 0.31 -0.07
O 9.00428 0.39855 3.43357 -1.37 -0.15 0.75 0.05
N 6.13359 -4.81304 4.36235 0.28 2.26 1.36 0.08
N 7.06987 -2.87744 5.64510 -1.08 -0.61 -1.11 -0.48
N 5.11611 -4.00405 6.29050 0.88 -0.13 -0.44 0.22
C -0.82285 6.51933 -4.17902 0.64 -0.34 -0.10 -0.49
C -0.59582 -5.25345 0.34481 0.22 -0.16 0.06 -0.06
C -5.17074 3.70907 -0.56564 0.04 0.73 0.06 -0.50
C 4.82374 -1.67030 0.57569 -0.63 -0.41 1.52 -0.05
C -4.47408 2.76828 -6.35077 0.30 0.13 0.62 -0.49
C -4.90103 -0.97150 1.08828 0.35 0.27 0.74 -0.49
C -6.29992 -1.38195 -3.24226 -0.12 0.23 -0.13 -0.05
C 1.93341 -1.57419 3.30775 1.61 0.55 0.00 -0.06
C 12.78260 1.14479 4.93991 0.02 -0.20 0.14 -0.06
C 3.23492 -1.90312 2.48941 0.50 -0.52 -0.17 -0.22
C 12.20873 2.44158 5.48986 0.07 -0.03 -0.68 -0.49
C -3.55697 -0.26963 0.98050 0.12 0.07 -0.24 -0.05
C -9.94462 -3.25843 -4.35353 -0.18 -0.48 -0.51 -0.50
C 6.11533 -3.90660 5.40461 -0.25 -0.75 -0.54 -0.44
C -3.13824 3.48815 -6.44051 0.11 0.00 -0.24 -0.07
C 7.17426 -0.36908 5.82191 -0.47 0.07 0.18 -0.17
C -6.45333 4.45768 -0.89311 -0.22 -0.16 -0.04 -0.06
C 5.72167 -2.62854 1.17288 -1.46 0.48 0.79 -0.04
C -1.25028 -2.95853 -0.43483 0.10 0.18 -0.10 -0.06
C 3.57006 -1.27983 1.22717 1.38 -1.61 1.07 -0.02
C -3.94928 4.44938 -1.08883 0.14 -0.19 -0.08 -0.06
C -4.79718 -1.20191 -3.37903 -0.29 -0.62 0.35 -0.48
C -5.71199 -0.43944 2.25851 -0.30 0.00 -0.04 -0.05
C -11.21356 -2.98568 -5.14612 -0.11 0.25 0.04 -0.06
C 6.46461 -4.22364 3.04516 -0.30 -0.36 -1.94 -0.16
C 0.37174 7.15312 -3.48348 -0.06 0.18 0.19 -0.07
C -5.29121 3.26753 -5.16848 -0.28 0.02 -0.02 -0.06
C -0.32695 -3.76173 0.46640 -0.72 -0.21 -0.14 -0.49
C -4.12817 -2.48274 -3.85234 0.24 0.02 -0.15 -0.06
C 7.73712 0.98027 3.62749 -0.35 -0.44 -0.09 -0.48
C 12.71840 3.64490 4.71290 0.02 0.22 0.13 -0.06
C 5.39956 -3.23918 2.47406 -0.98 1.47 -1.36 -0.20
C 6.77289 -1.60109 4.91772 -0.42 1.13 0.83 -0.27
C 7.13112 1.01029 5.06601 0.82 0.27 0.11 -0.08
C -9.83303 -4.72773 -3.97688 0.12 -0.05 0.24 -0.07
C -0.48907 6.11617 -5.60572 -0.18 0.06 -0.20 -0.06
C 4.14479 -2.87693 3.09893 1.06 0.44 -1.60 -0.03
H 4.82029 -3.16020 6.77482 0.39 -0.68 0.56 0.15
H -5.03539 2.91905 -7.27534 0.02 -0.22 0.01 0.14
H 8.99460 -0.42884 3.95128 0.56 0.55 0.04 0.07
H -3.86605 5.43925 -0.62971 -0.13 0.02 -0.06 0.08
H -3.04770 -2.34264 -3.93623 -0.05 0.04 -0.05 0.07
H 1.20846 6.44982 -3.42968 -0.02 0.00 -0.14 0.08
H 7.74807 1.74485 5.65741 -0.49 -0.72 -0.52 0.13
H 5.65175 -1.54837 4.81807 1.14 -0.08 -0.37 0.13
H 0.11794 7.42363 -2.45636 -0.04 0.03 -0.07 0.08
H -3.76057 1.22976 -5.39527 -0.02 0.06 -0.08 0.07
H -1.11912 -3.23637 -1.48281 -0.04 0.02 0.03 0.08
H -0.44528 -5.59961 -0.67965 -0.04 -0.01 0.04 0.08
H 1.63677 -2.46700 3.90381 -0.14 0.67 -0.73 0.08
H -6.76604 -0.45822 -2.89108 0.05 0.01 -0.08 0.08
H 5.29983 -5.39933 4.33001 0.32 0.11 -0.03 0.16
H 4.71889 -4.92875 6.43691 -0.64 0.68 -0.07 0.15
H -6.75332 -1.66146 -4.19462 -0.06 -0.03 0.09 0.07
H -3.03553 3.90657 -0.83818 -0.05 -0.03 -0.08 0.08
H -5.02797 4.42618 1.24664 -0.01 -0.07 -0.08 0.08
H 8.15239 -0.51049 6.35267 -0.68 -0.01 -0.74 0.11
H 6.10721 1.46103 5.00217 0.88 -0.70 -0.16 0.13
H -2.29796 -3.11694 -0.16047 0.03 -0.10 -0.02 0.07
H -2.98230 -0.66872 0.14348 -0.09 0.11 -0.02 0.05
H -6.53405 -2.15610 -2.50430 0.09 -0.09 -0.09 0.08
H -5.90296 0.63039 2.15198 0.04 -0.03 0.02 0.08
H -0.50374 4.73835 -3.44975 -0.06 0.08 -0.01 0.09
H 12.48617 1.00029 3.89648 0.06 0.13 -0.01 0.08
H 0.31585 5.37478 -5.62149 0.06 0.10 0.06 0.09
H 12.42009 3.58387 3.66195 0.07 -0.12 0.01 0.08
H -1.05383 -1.88955 -0.32971 0.06 -0.06 -0.05 0.08
H -0.17984 6.97599 -6.20382 0.02 -0.04 0.01 0.08
H 13.80684 3.71492 4.76227 -0.04 0.01 -0.04 0.08
H -1.65910 7.22176 -4.18091 -0.09 -0.19 0.12 0.14
H -2.55538 3.11599 -7.28611 -0.10 0.04 -0.02 0.08
H -11.27557 -1.93013 -5.41861 0.00 -0.04 0.08 0.08
H -6.45587 5.44742 -0.42631 0.12 0.01 -0.08 0.08
H -2.53968 3.31316 -5.54118 -0.13 0.10 0.08 0.08
H -5.49344 4.33780 -5.25135 0.01 -0.03 0.05 0.08
H -1.42853 -3.53315 2.06499 0.07 0.01 -0.12 0.08
H -5.46180 -0.83419 0.16187 -0.01 -0.17 0.05 0.13
H -9.93792 -2.64605 -3.44908 0.18 0.07 -0.11 0.14
H 0.06669 -5.81781 1.00526 0.03 0.04 -0.07 0.08
H -4.51641 -2.79515 -4.82376 0.01 -0.01 0.05 0.08
H 12.47730 2.54432 6.54334 -0.22 0.00 0.00 0.14
H -6.24327 2.73553 -5.10893 0.03 0.05 -0.07 0.08
H -4.42584 -1.51975 -1.48512 0.01 -0.01 -0.13 0.06
H 5.09679 -1.19451 -0.38981 -0.21 -0.47 0.83 0.11
H 6.52055 -5.08441 2.32019 0.11 0.77 0.80 0.15
H -3.28114 4.56409 -6.55959 0.02 -0.03 0.03 0.07
H -11.21884 -3.55597 -6.07992 0.01 -0.10 0.09 0.08
H -4.58713 -0.39557 -4.08457 0.04 0.05 0.16 0.12
H 0.71386 -3.55365 0.20571 0.01 0.07 0.23 0.13
H -3.99610 4.57153 -2.17284 0.07 0.05 0.04 0.07
H -1.35660 5.65471 -6.07929 0.04 0.08 0.01 0.05
H -5.20809 2.70800 -1.00225 0.02 -0.05 0.21 0.13
H -8.91298 -4.91110 -3.41771 -0.06 0.05 0.03 0.08
H -4.19687 -2.50802 2.07086 -0.11 0.10 -0.04 0.08
H 12.29065 4.56704 5.11110 0.06 -0.06 0.05 0.08
H 13.87293 1.14004 4.99599 -0.04 -0.02 -0.03 0.08
H 1.12426 -1.14521 2.67716 0.51 -0.64 0.51 0.08
H 7.26473 -1.60640 3.91368 -0.62 0.09 0.64 0.10
H -5.18706 -0.60827 3.20411 0.10 0.07 -0.07 0.08
H 2.88566 -0.52399 0.77917 0.70 -0.77 0.37 0.12
H -10.68162 -5.04498 -3.36712 0.03 -0.03 -0.04 0.08
H 2.25635 -0.78716 4.05173 -0.53 -0.63 -0.67 0.09
H -4.28905 -3.29321 -3.13456 -0.14 0.04 -0.02 0.08
H -4.76433 3.08369 -4.22658 0.11 0.07 -0.07 0.07
H 10.53302 2.30746 4.49247 0.11 -0.02 0.06 0.07
H 12.40013 0.28824 5.50056 0.06 0.06 0.05 0.07
H -7.32080 3.92077 -0.50330 0.05 -0.03 -0.06 0.08
H -6.66934 -0.96029 2.32970 0.03 0.04 -0.07 0.08
H 3.88780 -3.34765 4.07163 -0.08 0.48 -0.82 0.09
H 7.45774 -3.71981 2.99488 -0.68 -0.58 0.53 0.07
H 6.40183 -0.30319 6.63999 0.83 -0.15 -0.71 0.12
H -3.68387 0.80538 0.83612 0.01 -0.03 0.02 0.08
H -1.62091 -5.48936 0.64557 -0.02 0.10 -0.12 0.08
H -8.80262 -3.41212 -5.93108 -0.04 0.05 0.08 0.09
H -9.79203 -5.35637 -4.87153 -0.12 0.07 -0.02 0.08
H 6.65600 -2.87924 0.61125 -0.89 0.16 0.74 0.12
H -6.57433 4.58093 -1.97158 0.00 0.03 0.04 0.08
H -2.95783 -0.43216 1.88308 -0.14 0.03 0.09 0.08
H 0.70456 8.05060 -4.00901 0.03 -0.04 0.02 0.08
H -12.10329 -3.25092 -4.57117 0.01 -0.01 -0.05 0.08
```
Positions in Å, forces in eV/Å.